The following is a quantum chemistry calculation of a structure of composition C23H45CdCl3N2O6PSi, from OMol25.

Each line ends with the Löwdin charge.
Positions of all 82 atoms, in Å:
1 C -1.863 -2.257 -4.804  -0.0313
2 C -1.113 -2.931 -3.678  -0.4566
3 H -2.426 -3.011 -5.359  0.0672
4 H -1.181 -1.727 -5.487  0.0751
5 H -2.551 -1.518 -4.369  0.0648
6 C -0.758 -4.289 -3.723  -0.2202
7 C -0.713 -5.087 -4.965  -0.2311
8 H -0.502 -4.792 -2.794  0.0504
9 H -0.051 -4.631 -5.719  0.0448
10 H -1.688 -5.263 -5.444  0.0348
11 H -0.295 -6.071 -4.727  0.0482
12 Cd -0.195 1.797 0.277  0.8590
13 Cl -2.644 1.356 0.101  -0.2533
14 Cl 1.908 3.087 -0.082  -0.1821
15 H 1.239 5.309 2.979  0.0957
16 H -1.536 6.961 3.299  0.0896
17 C 0.764 5.549 2.019  -0.0607
18 C -1.486 6.627 2.252  -0.0576
19 N -0.690 5.413 2.102  -0.1817
20 H 1.175 4.878 1.252  -0.0395
21 C -1.258 4.206 2.277  -0.3210
22 O -0.645 3.129 2.244  -0.1620
23 H -2.510 6.427 1.916  0.0870
24 H -2.359 4.246 2.447  0.1474
25 H 0.972 6.595 1.757  0.0835
26 H -1.036 7.419 1.650  0.0839
27 H 2.593 -1.184 -3.319  0.0800
28 H 2.291 -3.581 -2.999  0.0829
29 C 3.280 -1.084 -2.476  -0.0787
30 C 3.116 -3.535 -2.278  -0.0723
31 N 3.094 -2.237 -1.601  -0.1847
32 H 3.065 -0.162 -1.929  0.0515
33 C 3.579 -2.140 -0.319  -0.3408
34 O 3.971 -1.101 0.195  -0.0094
35 H 2.992 -4.341 -1.541  0.0837
36 H 3.570 -3.120 0.210  0.1334
37 H 4.317 -1.055 -2.853  0.0912
38 H 4.063 -3.695 -2.822  0.0856
39 O -0.203 -1.944 -3.045  -0.1786
40 C -1.290 -2.271 -2.239  -0.2998
41 C 0.120 -3.595 -0.567  -0.0395
42 C -1.107 -3.073 -1.018  -0.1755
43 H 1.051 -3.303 -1.061  0.0791
44 C 0.153 -4.479 0.511  -0.1151
45 H -2.063 -1.492 -2.183  0.1185
46 C -2.279 -3.411 -0.295  -0.0316
47 H 1.094 -4.929 0.808  0.0852
48 C -1.015 -4.818 1.201  -0.1199
49 C -2.240 -4.264 0.808  -0.1049
50 H -3.225 -2.989 -0.650  0.1112
51 H -0.943 -5.484 2.054  0.0823
52 H -3.159 -4.513 1.330  0.0875
53 Si -0.229 2.208 -3.299  0.3666
54 Cl 0.323 0.483 -1.777  0.2400
55 C 1.323 3.135 -3.806  -0.2213
56 C -1.254 3.471 -2.343  -0.2725
57 C -1.139 1.601 -4.800  -0.2006
58 H 1.971 3.283 -2.930  -0.0180
59 H 1.082 4.136 -4.210  0.0376
60 H 1.880 2.604 -4.595  0.0294
61 H -0.459 1.042 -5.468  0.0392
62 H -1.546 2.444 -5.391  0.0420
63 H -1.992 0.960 -4.515  0.0327
64 H -2.217 3.047 -2.030  -0.0262
65 H -1.447 4.361 -2.965  0.0358
66 H -0.749 3.843 -1.434  -0.0201
67 C -1.792 0.049 3.108  -0.1642
68 O -0.761 -0.829 2.624  -0.3257
69 P 0.526 -0.203 1.840  0.7371
70 O 1.359 0.515 3.045  -0.3529
71 C 2.637 1.133 2.780  -0.1406
72 O 1.370 -1.542 1.493  -0.3415
73 C 1.984 -2.328 2.523  -0.1069
74 H -2.555 0.177 2.326  -0.0024
75 H -1.433 1.053 3.380  0.0582
76 H -2.222 -0.445 3.983  0.0820
77 H 3.096 0.799 1.835  0.0624
78 H 2.491 2.217 2.723  0.0505
79 H 3.288 0.873 3.620  0.0842
80 H 1.391 -2.318 3.446  0.0904
81 H 2.026 -3.349 2.137  0.0644
82 H 2.999 -1.962 2.705  0.0848

Results
E_tot	-99147.9288	eV
Kohn-Sham gap (alpha / beta)	3.26 / 3.26	eV
ΔE to the lowest compared entry with this formula, charge and spin	53.2	kcal per mole
highest occupied orbital energy (alpha / beta)	-1.1670 / -1.1677	eV
net charge	-1



The following is a quantum chemistry calculation of a structure of composition C23H46BF4IO14PS, from OMol25.

Each line ends with the Löwdin charge.
Positions of all 91 atoms, in Å:
1 C -4.251 3.152 -1.099  -0.1948
2 C -3.371 3.173 0.320  -0.4637
3 P -4.468 3.310 1.880  0.8537
4 C -4.494 1.560 2.643  -0.4551
5 C -5.383 1.410 4.014  -0.1869
6 B -3.692 4.622 3.038  -1.3974
7 I -3.620 6.507 1.834  0.7905
8 C -2.136 4.334 3.482  -0.2821
9 C -1.903 2.984 4.382  -0.0882
10 C -0.830 1.921 3.671  -0.2253
11 F -0.989 0.550 4.248  -0.0227
12 F 0.577 2.390 3.884  -0.0216
13 F -1.020 1.821 2.203  -0.0109
14 S -4.837 5.049 4.508  0.7660
15 O -4.427 4.357 5.829  -0.3873
16 O -4.688 6.599 4.695  -0.4878
17 F -6.468 4.777 4.041  -0.2997
18 H -5.283 3.725 -0.987  0.0703
19 H -3.547 3.618 -1.916  0.0656
20 H -4.391 2.007 -1.376  0.0675
21 H -2.555 4.021 0.253  0.0548
22 H -2.787 2.146 0.362  0.0704
23 H -3.406 1.097 2.801  0.0658
24 H -5.006 0.846 1.838  0.0818
25 H -5.954 0.365 3.924  0.0723
26 H -6.219 2.221 4.134  0.0655
27 H -4.735 1.318 5.003  0.0761
28 H -1.786 5.274 4.129  0.1123
29 H -1.437 4.342 2.519  0.1076
30 H -1.349 3.341 5.377  0.1406
31 H -2.890 2.464 4.738  0.0961
32 C -1.371 -1.544 -5.597  -0.0672
33 C -2.297 -1.665 -4.399  -0.2173
34 O -2.892 -0.401 -4.080  0.0283
35 C -3.912 -0.012 -4.883  -0.5481
36 O -4.361 -0.640 -5.831  0.0980
37 O -4.332 1.210 -4.471  -0.0123
38 C -5.342 1.782 -5.300  -0.0512
39 H -0.633 -0.754 -5.436  0.0829
40 H -0.850 -2.487 -5.781  0.0709
41 H -1.927 -1.278 -6.504  0.0742
42 H -1.714 -1.970 -3.523  0.1183
43 H -3.067 -2.428 -4.556  0.1253
44 H -6.188 1.099 -5.427  0.0955
45 H -4.915 2.053 -6.271  0.0972
46 H -5.704 2.692 -4.815  0.0955
47 C 3.977 1.513 5.032  -0.0645
48 C 3.604 1.837 3.595  -0.2221
49 O 4.767 2.155 2.821  0.0263
50 C 5.521 1.098 2.432  -0.5484
51 O 5.291 -0.078 2.676  0.1028
52 O 6.592 1.572 1.749  -0.0061
53 C 7.525 0.563 1.368  -0.0544
54 H 4.571 2.321 5.467  0.0798
55 H 3.082 1.361 5.639  0.0800
56 H 4.588 0.605 5.089  0.0725
57 H 2.962 2.724 3.581  0.1131
58 H 3.038 1.022 3.129  0.1264
59 H 7.035 -0.245 0.816  0.0758
60 H 8.033 0.172 2.256  0.1008
61 H 8.273 1.021 0.715  0.0958
62 C 5.120 -1.573 -1.673  -0.0618
63 C 6.431 -0.989 -2.173  -0.2138
64 O 7.317 -2.023 -2.620  0.0244
65 C 7.039 -2.551 -3.837  -0.5488
66 O 6.118 -2.220 -4.571  0.1051
67 O 7.940 -3.532 -4.088  -0.0088
68 C 7.697 -4.242 -5.300  -0.0548
69 H 5.304 -2.335 -0.911  0.0838
70 H 4.485 -0.792 -1.251  0.0840
71 H 4.568 -2.062 -2.484  0.0752
72 H 6.934 -0.475 -1.348  0.0995
73 H 6.269 -0.248 -2.965  0.1279
74 H 7.613 -3.560 -6.152  0.0960
75 H 6.791 -4.849 -5.200  0.0991
76 H 8.543 -4.911 -5.478  0.0926
77 C -1.163 -4.536 2.071  -0.0688
78 C -2.308 -4.119 1.164  -0.2149
79 O -1.834 -3.805 -0.151  0.0261
80 C -1.541 -4.868 -0.939  -0.5476
81 O -1.652 -6.046 -0.629  0.1023
82 O -1.074 -4.400 -2.123  -0.0182
83 C -0.630 -5.423 -3.012  -0.0507
84 H -0.376 -3.777 2.072  0.0834
85 H -1.515 -4.686 3.095  0.0797
86 H -0.703 -5.469 1.727  0.0729
87 H -2.768 -3.207 1.561  0.1266
88 H -3.093 -4.884 1.122  0.1239
89 H -1.406 -6.179 -3.168  0.0973
90 H 0.285 -5.882 -2.624  0.0996
91 H -0.403 -4.960 -3.976  0.0877

Results
E_tot	-93032.9121	eV
Kohn-Sham gap	6.30	eV
highest occupied orbital energy	-4.5864	eV
net charge	-1



The following is a quantum chemistry calculation of a cluster of 3 separate species, C23H46Br5F3N3 in total, from OMol25.

Each line ends with the Löwdin charge.
Positions of all 80 atoms, in Å:
1 C -1.966 4.792 1.068  -0.0990
2 C -2.617 3.444 0.707  -0.2701
3 C -4.087 3.288 1.178  -0.1979
4 C -4.464 1.838 1.574  -0.1980
5 C -4.830 0.959 0.348  -0.1856
6 C -3.549 0.245 -0.122  -0.2149
7 C -3.723 -0.421 -1.497  -0.1573
8 C -2.406 -0.832 -2.204  -0.1323
9 N -1.185 -0.372 -1.491  0.1369
10 C -0.012 -0.700 -2.044  -0.3050
11 N 0.057 -1.088 -3.352  0.0684
12 C 0.226 -0.067 -4.395  -0.1516
13 C -0.571 1.247 -4.247  -0.2662
14 C -1.800 1.315 -5.201  -0.5866
15 Br -3.182 2.387 -4.332  0.6687
16 N 1.104 -0.637 -1.333  0.1299
17 C 2.376 -1.062 -1.958  -0.0764
18 C 2.522 -2.610 -2.084  -0.1441
19 C 1.834 -3.401 -0.949  -0.1944
20 C 2.731 -3.443 0.307  -0.2147
21 C 2.301 -4.494 1.341  -0.2417
22 C 1.097 -4.013 2.182  -0.1175
23 C 1.029 -0.169 0.018  -0.7150
24 F 2.222 -0.021 0.522  0.1761
25 F 0.407 -1.031 0.783  0.1509
26 F 0.455 0.995 0.092  0.2230
27 H -0.887 4.626 1.140  0.0623
28 H -2.123 5.491 0.244  0.0719
29 H -2.301 5.177 2.030  0.0717
30 H -2.029 2.643 1.174  0.0850
31 H -2.579 3.238 -0.368  0.0964
32 H -4.735 3.550 0.335  0.1057
33 H -4.262 3.976 2.007  0.1037
34 H -3.597 1.383 2.063  0.1037
35 H -5.291 1.896 2.284  0.1063
36 H -5.554 0.225 0.713  0.1132
37 H -5.294 1.536 -0.455  0.1108
38 H -2.669 0.881 -0.034  0.0796
39 H -3.403 -0.569 0.605  0.1227
40 H -4.317 -1.326 -1.353  0.1191
41 H -4.310 0.209 -2.168  0.0894
42 H -2.461 -0.531 -3.245  0.0912
43 H -2.379 -1.931 -2.216  0.1296
44 H -1.240 -0.823 -0.574  0.1468
45 H -0.445 -1.928 -3.594  0.1552
46 H 1.279 0.197 -4.538  0.1119
47 H -0.064 -0.519 -5.346  0.1311
48 H 0.085 2.056 -4.580  0.1132
49 H -0.878 1.509 -3.234  0.0698
50 H -1.526 1.721 -6.168  0.0678
51 H -2.179 0.299 -5.325  0.0503
52 H 2.533 -0.573 -2.912  0.1146
53 H 3.231 -0.750 -1.358  0.1286
54 H 2.018 -2.881 -3.014  0.0979
55 H 3.571 -2.895 -2.093  0.1187
56 H 1.764 -4.439 -1.293  0.1192
57 H 0.809 -3.083 -0.740  0.0966
58 H 3.734 -3.710 -0.044  0.1146
59 H 2.813 -2.463 0.789  0.0990
60 H 2.138 -5.463 0.865  0.1081
61 H 3.132 -4.603 2.044  0.1069
62 H 0.139 -4.108 1.668  0.0717
63 H 1.072 -4.607 3.100  0.0738
64 H 1.307 -2.985 2.493  -0.0344
65 Br 1.030 -0.774 3.804  0.6987
66 C 1.566 -0.611 5.671  -0.6641
67 C 1.654 -1.959 6.335  -0.6931
68 Br -0.110 -2.663 6.753  0.6175
69 H 0.851 0.053 6.147  0.0533
70 H 2.543 -0.131 5.648  0.0603
71 H 2.166 -1.878 7.292  0.0618
72 H 2.153 -2.702 5.720  0.0494
73 Br 6.114 4.589 2.097  0.6249
74 C 4.933 3.726 0.818  -0.7038
75 C 4.543 2.344 1.273  -0.7070
76 Br 5.991 1.069 1.006  0.6053
77 H 5.447 3.727 -0.139  0.0501
78 H 4.056 4.368 0.758  0.0570
79 H 3.715 1.965 0.678  0.0276
80 H 4.277 2.303 2.325  0.0527

Results
E_tot	-387426.3010	eV
Kohn-Sham gap	8.39	eV
highest occupied orbital energy	-11.9204	eV
net charge	+1